No. 1
DFT (ωB97M-V/def2-TZVPD) results for a structure of composition CF3O4S2 at a distorted geometry.

Last column: Mulliken charge in e.
Element x y z (Å)
O (0.214, -1.192, 0.198)  -0.38
O (0.767, -1.099, -2.291)  -0.62
S (-0.459, -1.084, -1.510)  1.24
F (-0.788, 0.552, 1.586)  -0.20
O (-1.066, 0.244, -1.399)  -0.59
F (1.015, 1.328, 2.485)  -0.25
C (0.431, 1.063, 1.291)  0.63
F (0.203, 2.375, 0.785)  -0.27
S (1.388, -0.171, 0.316)  0.03
O (-1.164, -2.360, -1.519)  -0.60

Output
Charge: -1
Multiplicity: 1
Kohn-Sham gap in eV: 8.830
E_tot in eV: -39051.3445
Max |F| in hartree/bohr: 0.049
E_LUMO in eV: 3.481



No. 2
DFT (ωB97M-V/def2-TZVPD) results for a cluster of 2 separate species, CF4NO in total at a distorted geometry.

Last column: Mulliken charge in e.
Element x y z (Å)
N (0.376, -0.720, 0.507)  -0.01
C (-0.454, 0.310, -0.030)  0.87
F (-0.213, 0.747, -1.274)  -0.22
F (-1.767, -0.086, -0.055)  -0.27
F (-0.446, 1.381, 0.770)  -0.23
O (0.491, -1.717, -0.239)  -0.27
F (2.661, 0.560, -0.022)  -0.86

Output
Charge: -1
Energy relative to the best compared isomer or geometry (same formula, charge and spin) in kJ/mol: 26.6
Multiplicity: 1
Kohn-Sham gap (alpha / beta) in eV: 6.983 / 6.973
E_tot in eV: -15442.6552
Max |F| in hartree/bohr: 0.085
E_LUMO (alpha / beta) in eV: 2.825 / 2.822



No. 3
DFT (ωB97M-V/def2-TZVPD) results for the molecule CF5N2P at a distorted geometry.

Last column: Mulliken charge in e.
Element x y z (Å)
C (1.660, 0.441, -0.011)  0.40
F (-0.404, -1.955, -0.976)  -0.20
F (1.989, 1.524, 0.620)  -0.16
N (0.484, 0.093, -0.341)  -0.11
N (-0.721, -0.554, -0.886)  0.13
F (2.701, -0.353, -0.082)  -0.18
F (-1.433, -0.211, 1.643)  -0.23
F (-2.187, 1.294, -0.129)  -0.21
P (-2.089, -0.280, 0.162)  0.57

Output
Energy relative to the best compared isomer or geometry (same formula, charge and spin) in kJ/mol: 5.6
SMILES string: FC(F)=NN(F)P(F)F
Multiplicity: 1
Kohn-Sham gap in eV: 11.157
E_tot in eV: -26890.7281
Max |F| in hartree/bohr: 0.114
E_LUMO in eV: 0.495



No. 4
DFT (ωB97M-V/def2-TZVPD) results for a structure of composition CFN3O4 at a distorted geometry.

Last column: Mulliken charge in e.
Element x y z (Å)
C (-0.005, 0.246, 0.246)  0.12
O (-2.054, 0.691, 1.021)  -0.51
N (1.173, 1.474, -0.521)  0.03
F (2.354, 0.896, -0.573)  -0.04
N (0.492, -1.140, 0.311)  0.92
O (-1.736, 0.609, -1.071)  -0.44
N (-1.336, 0.533, 0.076)  0.92
O (-0.455, -1.884, -0.068)  -0.51
O (1.567, -1.425, 0.579)  -0.49

Output
Multiplicity: 3
Kohn-Sham gap (alpha / beta) in eV: 8.953 / 8.279
E_tot in eV: -16400.8031
Max |F| in hartree/bohr: 0.147
E_LUMO (alpha / beta) in eV: -1.882 / -3.452
⟨S²⟩: 2.0158



No. 5
DFT (ωB97M-V/def2-TZVPD) results for a structure of composition CH10AsINOP2 at a distorted geometry.

Last column: Mulliken charge in e.
Element x y z (Å)
H (-0.179, 0.763, -2.490)  0.30
H (-0.168, -2.675, 1.093)  0.06
P (0.351, -1.656, 0.241)  0.17
H (-2.218, -0.465, -0.398)  0.26
H (-0.497, -1.712, -0.890)  0.01
O (-2.263, 0.368, -0.896)  -0.48
C (0.210, 1.287, -1.633)  -0.93
H (0.776, -0.281, 2.624)  0.19
I (-0.230, 2.617, 2.977)  -0.50
H (1.058, 0.753, -1.232)  0.29
H (-1.365, -0.131, 2.009)  0.16
N (1.870, -1.914, -0.196)  -0.68
H (1.362, 0.964, 0.856)  0.22
H (0.503, 2.275, -1.939)  0.33
As (0.017, 0.390, 1.433)  -0.76
H (1.897, -2.065, -1.196)  0.22
P (-1.124, 1.482, -0.363)  0.14

Output
Charge: -1
Multiplicity: 1
Kohn-Sham gap in eV: 6.947
E_tot in eV: -92252.1259
Max |F| in hartree/bohr: 0.024
E_LUMO in eV: 3.165



No. 6
DFT (ωB97M-V/def2-TZVPD) results for a structure of composition CH10BrCoN2 at a distorted geometry.

Last column: Mulliken charge in e.
Element x y z (Å)
H (0.849, -1.960, 0.890)  0.14
H (-1.360, -1.584, -0.646)  0.25
Br (2.065, 1.248, 1.526)  -0.60
N (0.490, 1.783, -1.110)  -0.56
H (1.335, 1.682, -1.669)  0.22
C (0.147, -1.275, 1.448)  -0.90
H (-0.366, 0.070, 1.579)  0.20
H (-0.825, -1.797, 1.468)  0.46
H (-1.873, -0.084, -1.029)  0.29
H (0.594, 2.552, -0.456)  0.32
H (-0.313, 1.929, -1.724)  0.23
Co (0.414, 0.188, 0.179)  -1.26
H (-0.708, -0.848, -1.937)  0.36
H (0.574, -1.221, 2.467)  0.52
N (-1.024, -0.685, -0.985)  -0.68

Output
Charge: -1
Energy relative to the best compared isomer or geometry (same formula, charge and spin) in kJ/mol: 141.4
Multiplicity: 4
Kohn-Sham gap (alpha / beta) in eV: 2.064 / 6.584
E_tot in eV: -111846.7381
Max |F| in hartree/bohr: 0.044
E_LUMO (alpha / beta) in eV: 3.280 / 3.375
⟨S²⟩: 3.7784



E_tot of number 2 (CF4NO)?
-15442.6552 eV



E_tot of number 5 (CH10AsINOP2)?
-92252.1259 eV



Which value of max |F| does entry 5 give?
0.024 hartree/bohr